Below is a 10-piece molecular cluster, C27H76N16O10 overall at a distorted geometry, with properties calculated with ωB97M-V/def2-TZVPD.

```
129
Properties=species:S:1:pos:R:3:lowdin_charge:R:1
C 19.3305 -37.1761 2.3589 -0.050
C 20.1238 -36.4192 1.2750 -0.512
C 21.3146 -35.7212 2.1135 -0.018
C 20.7769 -37.3856 0.3217 -0.124
C 21.2838 -36.7082 -1.0677 -0.140
C 20.1806 -35.7922 -1.5957 -0.167
C 19.6433 -34.7153 -0.6215 -0.431
C 20.6390 -33.4859 -0.3974 -0.016
C 18.3195 -34.1622 -1.3133 -0.042
N 19.2409 -35.4395 0.6236 -0.102
O 18.4565 -34.6960 1.5816 -0.019
H 19.1055 -36.5742 3.2393 0.080
H 18.3542 -37.4286 1.9452 0.081
H 19.8900 -38.0770 2.6111 0.085
H 20.9200 -34.7634 2.4527 0.074
H 21.5389 -36.3220 2.9948 0.073
H 22.1369 -35.6041 1.4077 0.060
H 21.5575 -37.9353 0.8477 0.116
H 20.0508 -38.1286 -0.0083 0.110
H 22.1804 -36.1334 -0.8354 0.092
H 21.4645 -37.5007 -1.7939 0.103
H 19.4095 -36.4930 -1.9157 0.114
H 20.3902 -35.3602 -2.5743 0.114
H 21.5699 -33.7911 0.0804 0.053
H 20.3123 -32.7401 0.3272 0.077
H 20.9772 -33.0278 -1.3269 0.075
H 18.4952 -33.7985 -2.3258 0.077
H 17.9333 -33.3877 -0.6507 0.065
H 17.4638 -34.8368 -1.3407 0.075
H 17.5976 -35.1043 1.4509 0.096
C 16.7882 -24.7184 -7.7598 -0.127
O 17.3144 -25.8838 -7.1590 -0.196
C 16.4545 -26.3428 -6.1015 -0.190
C 17.0874 -27.3979 -5.1723 -0.441
C 17.2202 -28.7746 -5.8228 -0.062
N 16.3741 -27.5880 -3.9282 0.041
H 16.6988 -23.8648 -7.0879 0.085
H 15.8699 -24.8879 -8.3220 0.088
H 17.5183 -24.3706 -8.4906 0.084
H 16.3153 -25.4634 -5.4728 0.107
H 15.4495 -26.5747 -6.4540 0.124
H 18.0545 -27.0283 -4.8315 0.137
H 17.5713 -28.7734 -6.8548 0.072
H 16.3114 -29.3727 -5.8889 0.081
H 17.8682 -29.3307 -5.1454 0.084
H 17.0954 -27.4419 -3.2365 0.075
H 16.3233 -28.5931 -4.0129 0.047
C 23.1152 -26.9091 -3.7106 -0.088
O 22.6654 -25.8537 -2.7754 -0.187
C 22.7274 -24.5851 -3.4576 -0.196
C 21.9400 -23.5755 -2.6355 -0.468
C 20.4402 -23.7538 -2.6184 -0.068
N 22.2218 -22.1934 -3.0130 0.029
H 22.5937 -27.0600 -4.6558 0.078
H 23.0031 -27.8407 -3.1560 0.079
H 24.1734 -26.8402 -3.9630 0.079
H 23.7679 -24.2657 -3.5156 0.124
H 22.2334 -24.7056 -4.4218 0.124
H 22.2666 -23.6511 -1.5983 0.133
H 20.0123 -23.1357 -1.8292 0.073
H 20.0323 -24.7498 -2.4462 0.075
H 19.9937 -23.3678 -3.5348 0.077
H 23.1886 -21.9999 -2.7938 0.067
H 21.8157 -21.7353 -2.2096 0.067
C 16.1035 -29.6909 2.6856 -0.088
O 17.0096 -28.7020 2.1196 -0.203
C 17.2314 -27.6043 3.0623 -0.183
C 18.3543 -26.7157 2.4653 -0.467
C 19.6951 -27.3899 2.6593 -0.071
N 18.3738 -25.4432 3.1332 0.039
H 16.6085 -29.9438 3.6179 0.077
H 15.8509 -30.5891 2.1222 0.082
H 15.1622 -29.2057 2.9437 0.078
H 16.3995 -26.9002 3.0826 0.111
H 17.3591 -27.9217 4.0973 0.122
H 18.1443 -26.7225 1.3958 0.133
H 20.4752 -26.6832 2.3762 0.070
H 19.7725 -28.2232 1.9609 0.076
H 19.8978 -27.7461 3.6693 0.082
H 17.4758 -24.9810 3.1390 0.069
H 18.9181 -24.8470 2.5263 0.073
N 11.5425 -22.6795 -9.7970 0.131
C 11.3354 -23.7855 -10.4751 -0.748
N 10.7894 -24.5856 -9.5750 0.138
O 11.5567 -24.0343 -11.6494 0.048
H 11.7888 -21.8154 -10.2582 0.120
H 11.5794 -22.7258 -8.7887 0.095
H 10.5334 -25.5213 -9.8561 0.123
H 10.7822 -24.1700 -8.6545 0.094
N 11.3682 -18.2725 -7.2916 0.155
C 12.6343 -17.9281 -7.3337 -0.840
N 13.3113 -18.8379 -6.8525 0.163
O 13.1439 -16.9473 -7.8405 0.046
H 11.1081 -19.0546 -6.7079 0.101
H 10.7197 -17.8773 -7.9575 0.121
H 14.3165 -18.7401 -6.8614 0.140
H 12.8664 -19.7016 -6.5765 0.115
N 14.0406 -23.4483 -1.1776 0.156
C 14.0337 -22.6794 -0.1533 -0.769
N 12.9912 -21.8580 -0.1042 0.158
O 14.9134 -22.8063 0.7135 0.002
H 13.4177 -23.2392 -1.9447 0.106
H 14.8507 -24.0354 -1.3155 0.127
H 12.7690 -21.4684 0.8008 0.119
H 12.2783 -21.9839 -0.8084 0.101
N 19.7423 -27.2088 -10.0413 0.164
C 19.3350 -27.9367 -11.0163 -0.799
N 18.2816 -28.5935 -10.6678 0.156
O 19.9572 -28.1876 -12.0562 0.017
H 19.1056 -26.7378 -9.4145 0.103
H 20.6308 -26.7570 -10.2043 0.123
H 17.7720 -28.3282 -9.8371 0.105
H 18.1228 -29.4179 -11.2293 0.126
N 11.6013 -32.5500 -8.9119 0.165
C 11.2359 -31.3008 -8.8403 -0.784
N 12.1883 -30.4668 -8.8830 0.164
O 10.0570 -30.9157 -9.0335 -0.016
H 10.8988 -33.2488 -9.1078 0.124
H 12.5300 -32.7675 -8.5798 0.109
H 13.1406 -30.7064 -8.6466 0.114
H 11.8768 -29.5121 -8.7755 0.124
N 11.7417 -27.5248 -3.7364 0.168
C 10.9354 -28.3381 -4.3561 -0.786
N 9.9805 -27.7104 -4.9509 0.146
O 10.7675 -29.5472 -4.2049 0.018
H 11.6683 -26.5357 -3.9269 0.099
H 12.6395 -27.7627 -3.3398 0.116
H 9.8823 -26.7102 -4.8503 0.106
H 9.2506 -28.3523 -5.2252 0.129
```

* charge: 0
* frontier orbital gap: 7.32 eV
* HOMO level: -8.28 eV
* total energy: -73544.23119 eV
* SMILES string: CC1(C)CCCC(C)(C)N1O.COC[C@H](C)N.COC[C@H](C)N.COC[C@H](C)N.NC(N)=O.NC(N)=O.NC(N)=O.NC(N)=O.NC(N)=O.NC(N)=O
* multiplicity: 1